Record 1
Molecular formula: C19H43OP3S2Tl
Method: DFT, ωB97M-V with the def2-TZVPD basis set

The value obtained for the total energy is -76647.053 eV. The calculation puts the highest occupied orbital energy (alpha / beta) at -13.9 / -13.9 eV.

```
! RIJCOSX wB97M-V def2-TZVPD def2/J DEFGRID3
* xyz 3 1
Tl 0.01 -0.02 -0.01
P 0.89 -0.47 -2.22
P 1.46 1.94 0.17
P -1.84 -1.55 -0.39
H -1.32 2.53 -0.05
C -1.65 1.54 0.18
C -1.30 0.98 1.52
H -0.74 1.60 2.20
C 0.15 0.46 -3.56
C 2.64 -0.18 -2.46
C 0.77 -2.15 -2.81
C 1.08 3.06 1.52
C 3.22 1.76 0.35
C 1.29 3.04 -1.25
C -3.18 -1.44 0.78
C -1.52 -3.29 -0.43
C -2.69 -1.22 -1.94
H -2.56 1.22 -0.27
H -1.98 0.29 1.98
H 0.64 0.16 -4.51
H 0.28 1.54 -3.43
H -0.93 0.26 -3.65
H 2.87 -0.47 -3.51
H 3.24 -0.79 -1.78
H 2.93 0.87 -2.34
H 1.27 -2.18 -3.80
H -0.26 -2.50 -2.94
H 1.29 -2.85 -2.15
H 1.79 3.91 1.44
H 1.24 2.58 2.50
H 0.06 3.45 1.49
H 3.69 2.71 0.06
H 3.65 0.95 -0.25
H 3.47 1.56 1.41
H 1.83 3.98 -1.02
H 0.24 3.28 -1.45
H 1.73 2.61 -2.15
H -3.96 -2.15 0.44
H -3.63 -0.44 0.83
H -2.87 -1.73 1.80
H -2.47 -3.80 -0.73
H -1.24 -3.67 0.56
H -0.74 -3.58 -1.15
H -3.60 -1.86 -1.97
H -2.08 -1.46 -2.82
H -3.01 -0.17 -2.02
C -7.48 0.60 -1.19
C -8.14 1.16 -2.31
C -9.04 2.22 -2.15
C -9.29 2.74 -0.87
C -8.65 2.20 0.24
C -7.75 1.15 0.09
S -6.35 -0.71 -1.30
H -6.42 -0.87 -2.66
H -7.95 0.76 -3.30
H -9.53 2.64 -3.02
H -9.99 3.57 -0.75
H -8.84 2.60 1.23
H -7.25 0.72 0.96
C 2.30 -3.19 1.94
S 1.48 -1.76 1.25
C 1.04 -0.98 2.88
O 2.72 -1.21 0.51
H 1.65 -3.68 2.59
H 3.22 -2.82 2.45
H 2.60 -3.81 1.10
H 1.72 -1.36 3.63
H 1.14 0.10 2.83
H 0.00 -1.27 3.14
*
```

***

Record 2
Molecular formula: C19H43OP3STb
Method: DFT, ωB97M-V with the def2-TZVPD basis set

The value obtained for the total energy is -83557.033 eV. Its expectation value of S² is 12.68. The calculation puts the highest occupied orbital energy (alpha / beta) at -14.9 / -14.9 eV.

```
! RIJCOSX wB97M-V def2-TZVPD def2/J DEFGRID3
* xyz 3 7
Tb -0.13 0.39 -0.50
P 0.24 -1.68 1.33
P -2.45 -0.47 -1.64
P -1.49 1.33 1.73
H 1.41 2.45 -1.41
C 1.34 2.40 -0.30
C 1.92 1.42 0.48
H 2.61 0.64 0.11
C 1.46 -2.97 0.88
C -1.21 -2.74 1.62
C 0.80 -1.36 3.03
C -2.99 0.83 -2.82
C -2.36 -1.83 -2.82
C -4.02 -0.74 -0.73
C -0.54 2.26 2.98
C -2.69 0.40 2.75
C -2.56 2.68 1.12
H 0.84 3.29 0.12
H 1.94 1.41 1.58
H 2.41 -2.50 0.60
H 1.10 -3.57 0.04
H 1.61 -3.61 1.75
H -1.53 -3.20 0.68
H -2.05 -2.17 2.04
H -0.92 -3.54 2.32
H 1.76 -0.85 3.01
H 0.93 -2.34 3.53
H 0.08 -0.75 3.59
H -3.90 0.54 -3.37
H -2.24 1.18 -3.53
H -3.30 1.59 -2.08
H -3.31 -1.80 -3.38
H -2.30 -2.78 -2.26
H -1.53 -1.67 -3.52
H -4.77 -1.05 -1.48
H -4.39 0.17 -0.23
H -3.87 -1.57 -0.03
H -1.20 2.96 3.52
H 0.25 2.84 2.50
H -0.08 1.58 3.71
H -3.25 1.09 3.39
H -2.17 -0.31 3.40
H -3.40 -0.14 2.12
H -2.99 3.23 1.96
H -3.37 2.33 0.47
H -1.94 3.37 0.53
C -3.56 4.83 -1.44
C -4.21 5.48 -2.51
C -4.15 6.89 -2.57
C -3.42 7.59 -1.58
C -2.94 6.95 -0.44
C -3.11 5.56 -0.31
O -3.11 3.52 -1.58
H -3.01 3.30 -2.56
H -4.70 4.89 -3.30
H -4.65 7.43 -3.39
H -3.22 8.66 -1.72
H -2.42 7.52 0.35
H -2.81 5.06 0.61
C 2.88 -0.65 -2.81
S 1.22 -1.09 -2.25
C 1.11 -2.87 -2.59
H 3.14 0.32 -2.38
H 2.86 -0.57 -3.91
H 3.61 -1.41 -2.48
H 0.93 -2.99 -3.67
H 2.04 -3.36 -2.28
H 0.26 -3.30 -2.04
*
```

***

Record 3
Molecular formula: C19H44N3O8
Method: DFT, ωB97M-V with the def2-TZVPD basis set

The value obtained for the total energy is -41246.535 eV. The calculation puts the highest occupied orbital energy at -11.7 eV.

```
! RIJCOSX wB97M-V def2-TZVPD def2/J DEFGRID3
* xyz 1 1
C -0.46 3.77 2.18
C -0.91 2.77 2.88
C -1.65 1.51 3.55
C -2.68 0.85 2.46
N -3.95 1.49 2.42
N -4.85 0.98 1.58
C -6.23 1.62 1.57
C -7.18 1.16 2.57
C -4.53 -0.16 0.77
C -3.18 -0.95 0.65
N -2.93 -2.12 -0.22
C -2.07 -0.35 1.65
C -0.60 -0.97 1.80
C 0.60 0.09 1.58
C 1.77 -0.51 0.60
O 1.26 0.23 2.89
H 0.04 4.51 1.43
H -2.29 1.93 4.41
H -0.94 0.73 4.01
H -6.49 2.47 0.83
H -8.27 0.89 2.28
H -6.93 1.07 3.69
H -5.39 -0.56 0.11
H -2.89 -2.98 0.37
H -3.75 -2.24 -0.86
H -0.48 -1.78 0.98
H -0.54 -1.52 2.82
H 0.30 1.09 1.12
H 2.81 -0.22 1.03
H 1.67 -1.66 0.47
H 1.63 0.02 -0.42
H 1.24 1.17 3.19
C 3.20 4.82 1.22
O 2.08 5.08 0.40
H 3.04 5.27 2.20
H 3.33 3.74 1.34
H 4.10 5.24 0.77
H 2.24 4.67 -0.46
C 5.57 -0.75 -0.32
O 4.44 -0.50 -1.14
H 5.41 -0.30 0.66
H 5.70 -1.83 -0.20
H 6.47 -0.32 -0.78
H 4.61 -0.91 -2.00
C -7.68 -2.61 1.30
O -6.81 -2.91 0.22
H -8.69 -2.92 1.04
H -7.35 -3.16 2.19
H -7.66 -1.54 1.50
H -5.92 -2.63 0.48
C 3.45 -4.21 -0.18
O 4.34 -3.54 -1.06
H 4.02 -4.84 0.50
H 2.88 -3.47 0.39
H 2.76 -4.83 -0.76
H 3.81 -2.99 -1.65
C 3.66 8.63 -0.43
O 3.52 7.70 -1.49
H 4.18 9.52 -0.80
H 2.68 8.92 -0.06
H 4.25 8.19 0.38
H 3.06 6.93 -1.13
C 1.35 -5.35 -3.53
O 1.16 -4.68 -2.29
H 2.42 -5.45 -3.71
H 0.89 -6.34 -3.48
H 0.89 -4.77 -4.33
H 0.20 -4.60 -2.15
C 2.41 -2.63 -6.16
O 1.04 -2.96 -6.01
H 3.01 -3.51 -5.94
H 2.60 -2.31 -7.19
H 2.67 -1.83 -5.46
H 0.53 -2.16 -6.22
*
```

***

Record 4
Molecular formula: C19H45BrN2O3Si
Method: DFT, ωB97M-V with the def2-TZVPD basis set

The value obtained for the total energy is -107476.852 eV. The calculation puts the highest occupied orbital energy at -8.0 eV. The SMILES is C[Si](C)(C)OCCC(=O)OCBr.CCN(CC)CC.CCN(CC)CC.

```
! RIJCOSX wB97M-V def2-TZVPD def2/J DEFGRID3
* xyz 0 1
C 2.42 1.94 2.25
Si 1.58 0.29 1.93
C 2.59 -0.63 0.64
C -0.12 0.68 1.23
O 1.49 -0.70 3.28
C 2.66 -0.87 4.05
C 3.03 -2.33 4.32
C 3.17 -3.21 3.12
O 2.26 -3.55 2.48
O 4.44 -3.64 2.92
C 4.86 -3.78 1.59
Br 6.37 -2.57 1.30
H 3.49 1.88 2.35
H 2.24 2.55 1.37
H 1.99 2.48 3.08
H 2.12 -1.60 0.51
H 2.59 -0.13 -0.32
H 3.59 -0.75 1.01
H -0.40 1.69 1.45
H -0.07 0.52 0.16
H -0.88 0.05 1.69
H 2.45 -0.46 5.03
H 3.51 -0.31 3.67
H 2.28 -2.77 4.96
H 3.97 -2.33 4.86
H 4.09 -3.59 0.87
H 5.24 -4.77 1.43
C 3.02 4.42 -1.37
C 2.59 3.13 -2.05
N 1.15 3.01 -2.19
C 0.73 1.68 -2.61
C 1.15 1.19 -4.00
C 0.48 4.12 -2.84
C 0.90 4.47 -4.27
H 2.57 4.52 -0.38
H 4.11 4.42 -1.25
H 2.77 5.30 -1.95
H 2.94 2.30 -1.44
H 3.11 3.06 -3.02
H -0.36 1.61 -2.52
H 1.12 0.97 -1.87
H 0.55 1.65 -4.79
H 0.99 0.11 -4.07
H 2.20 1.39 -4.21
H 0.61 5.00 -2.22
H -0.60 3.93 -2.82
H 1.98 4.45 -4.40
H 0.56 5.49 -4.51
H 0.45 3.81 -5.01
C -6.74 -2.36 -1.30
C -5.32 -2.73 -0.89
N -4.50 -1.59 -0.55
C -3.09 -1.93 -0.40
C -2.69 -2.86 0.74
C -5.04 -0.70 0.46
C -5.36 -1.29 1.84
H -6.74 -1.67 -2.14
H -7.28 -3.26 -1.60
H -7.30 -1.91 -0.48
H -4.86 -3.25 -1.74
H -5.38 -3.47 -0.08
H -2.52 -1.00 -0.31
H -2.76 -2.38 -1.34
H -2.69 -2.36 1.71
H -1.67 -3.22 0.58
H -3.34 -3.74 0.81
H -5.96 -0.26 0.06
H -4.36 0.14 0.58
H -5.85 -2.26 1.78
H -6.05 -0.62 2.38
H -4.47 -1.39 2.46
*
```

***

Record 5
Molecular formula: C19H45FN3O5PSi
Method: DFT, ωB97M-V with the def2-TZVPD basis set

The value obtained for the total energy is -55027.199 eV. The calculation puts the highest occupied orbital energy at -9.2 eV. The SMILES is [H]/N=C(\N)NCCCC[Si@](F)(CC)CCCCCOC.CCOP(=O)(OCC)OCC.

```
! RIJCOSX wB97M-V def2-TZVPD def2/J DEFGRID3
* xyz 0 1
C -1.42 1.26 -3.06
C -0.45 0.17 -3.61
Si 0.47 -0.62 -2.16
F 0.70 0.56 -1.05
C 2.12 -1.27 -2.80
C 3.18 -1.68 -1.74
C 2.65 -1.94 -0.33
C 3.77 -2.59 0.52
C 3.35 -2.51 2.00
O 3.64 -3.73 2.67
C 2.87 -3.86 3.85
C -0.66 -1.96 -1.48
C -0.87 -3.12 -2.48
C 0.01 -4.36 -2.19
C -0.74 -5.69 -2.34
N -1.88 -5.88 -1.44
C -1.56 -5.76 -0.08
N -1.06 -6.77 0.51
N -1.77 -4.49 0.60
H -1.89 0.86 -2.16
H -0.92 2.19 -2.82
H -2.26 1.44 -3.75
H -0.98 -0.59 -4.19
H 0.31 0.65 -4.23
H 1.88 -2.09 -3.49
H 2.55 -0.47 -3.41
H 3.61 -2.63 -2.08
H 4.00 -0.96 -1.71
H 2.38 -1.02 0.21
H 1.84 -2.68 -0.33
H 3.91 -3.63 0.25
H 4.71 -2.03 0.44
H 3.85 -1.66 2.49
H 2.27 -2.33 2.10
H 1.89 -4.28 3.60
H 3.41 -4.51 4.53
H 2.74 -2.88 4.32
H -1.63 -1.47 -1.33
H -0.37 -2.33 -0.50
H -0.75 -2.81 -3.52
H -1.92 -3.42 -2.39
H 0.81 -4.37 -2.95
H 0.46 -4.28 -1.20
H -0.02 -6.50 -2.19
H -1.12 -5.77 -3.36
H -2.67 -5.29 -1.69
H -0.88 -6.50 1.48
H -0.93 -4.24 1.10
H -2.51 -4.62 1.28
O -2.15 3.56 0.22
P -1.57 4.27 1.39
O -1.88 5.85 1.12
C -3.22 6.24 0.83
C -4.11 6.23 2.06
O 0.03 4.19 1.05
C 0.54 3.15 0.19
C 0.76 3.69 -1.21
O -1.29 4.36 2.98
C -0.41 5.36 3.52
C -1.19 6.49 4.17
H -3.64 5.60 0.05
H -3.17 7.25 0.42
H -4.04 5.27 2.59
H -5.15 6.40 1.78
H -3.81 7.00 2.76
H -0.12 2.29 0.19
H 1.49 2.82 0.61
H -0.06 4.32 -1.53
H 0.88 2.87 -1.92
H 1.66 4.30 -1.24
H 0.27 5.75 2.77
H 0.18 4.85 4.28
H -1.57 7.19 3.42
H -0.54 7.05 4.85
H -2.05 6.11 4.73
*
```

***

Record 6
Molecular formula: C19H45N7O10V
Method: DFT, ωB97M-V with the def2-TZVPD basis set

The value obtained for the total energy is -77022.208 eV. Its expectation value of S² is 2.02. The calculation puts the highest occupied orbital energy (alpha / beta) at -10.5 / -10.6 eV.

```
! RIJCOSX wB97M-V def2-TZVPD def2/J DEFGRID3
* xyz 1 3
V 0.22 0.27 -0.60
C 3.49 -2.06 1.24
C 2.36 -2.11 0.21
C 1.31 -3.13 0.58
O 1.88 -0.85 -0.12
H 4.29 -1.38 0.92
H 3.97 -3.03 1.34
H 3.16 -1.66 2.21
H 2.87 -2.55 -0.67
H 1.80 -3.99 1.04
H 0.79 -3.51 -0.30
H 0.60 -2.80 1.34
N -1.78 1.45 -3.05
O -0.97 1.32 -2.08
O -1.39 2.03 -4.08
O -2.93 0.96 -2.96
C 0.21 3.82 1.95
C 1.17 2.79 1.45
O 0.88 2.04 0.52
N 2.38 2.82 2.00
C 3.49 1.91 1.71
H -0.73 3.35 2.25
H -0.09 4.58 1.22
H 0.56 4.45 2.77
H 2.52 3.45 2.77
H 4.40 2.51 1.78
H 3.46 1.53 0.70
H 3.49 1.10 2.44
C -2.41 -2.48 1.42
C -2.38 -1.64 0.15
O -1.34 -1.14 -0.26
N -3.50 -1.48 -0.56
C -4.80 -2.01 -0.24
H -2.88 -3.45 1.28
H -2.92 -1.88 2.18
H -1.39 -2.65 1.73
H -3.44 -0.93 -1.41
H -5.29 -2.55 -1.06
H -5.51 -1.20 -0.04
H -4.85 -2.73 0.58
C -1.04 0.36 3.99
C 0.14 0.03 3.07
O -0.06 -0.12 1.88
N 1.38 -0.16 3.58
C 1.82 0.02 4.95
H -1.80 -0.36 3.69
H -1.39 1.36 3.76
H -0.80 0.20 5.04
H 2.07 -0.44 2.89
H 2.07 1.04 5.23
H 2.67 -0.63 5.15
H 1.07 -0.36 5.64
C 1.02 -1.89 -4.40
C 0.03 -1.76 -3.27
O 0.17 -1.01 -2.32
N -1.03 -2.59 -3.32
C -1.37 -3.50 -4.40
H 0.55 -1.94 -5.37
H 1.61 -2.79 -4.24
H 1.59 -0.96 -4.35
H -1.73 -2.53 -2.59
H -0.60 -4.26 -4.51
H -1.60 -3.02 -5.36
H -2.27 -4.06 -4.15
O 1.64 1.17 -2.01
C 2.42 1.97 -2.56
N 1.89 2.91 -3.33
C 3.90 1.82 -2.40
H 0.89 3.01 -3.42
H 2.45 3.46 -3.95
H 4.47 2.45 -3.08
H 4.21 0.78 -2.49
H 4.15 2.22 -1.42
O -1.66 1.33 0.41
C -2.67 2.02 0.29
N -2.71 3.14 -0.42
C -3.93 1.72 1.09
H -1.91 3.48 -0.93
H -3.52 3.73 -0.52
H -3.90 2.18 2.07
H -4.09 0.65 1.17
H -4.81 2.14 0.59
*
```

***

What did the fourth record say?
Molecular formula: C19H45BrN2O3Si
Method: DFT, ωB97M-V with the def2-TZVPD basis set

The value obtained for the total energy is -107476.852 eV. The calculation puts the highest occupied orbital energy at -8.0 eV. The SMILES is C[Si](C)(C)OCCC(=O)OCBr.CCN(CC)CC.CCN(CC)CC.

```
! RIJCOSX wB97M-V def2-TZVPD def2/J DEFGRID3
* xyz 0 1
C 2.42 1.94 2.25
Si 1.58 0.29 1.93
C 2.59 -0.63 0.64
C -0.12 0.68 1.23
O 1.49 -0.70 3.28
C 2.66 -0.87 4.05
C 3.03 -2.33 4.32
C 3.17 -3.21 3.12
O 2.26 -3.55 2.48
O 4.44 -3.64 2.92
C 4.86 -3.78 1.59
Br 6.37 -2.57 1.30
H 3.49 1.88 2.35
H 2.24 2.55 1.37
H 1.99 2.48 3.08
H 2.12 -1.60 0.51
H 2.59 -0.13 -0.32
H 3.59 -0.75 1.01
H -0.40 1.69 1.45
H -0.07 0.52 0.16
H -0.88 0.05 1.69
H 2.45 -0.46 5.03
H 3.51 -0.31 3.67
H 2.28 -2.77 4.96
H 3.97 -2.33 4.86
H 4.09 -3.59 0.87
H 5.24 -4.77 1.43
C 3.02 4.42 -1.37
C 2.59 3.13 -2.05
N 1.15 3.01 -2.19
C 0.73 1.68 -2.61
C 1.15 1.19 -4.00
C 0.48 4.12 -2.84
C 0.90 4.47 -4.27
H 2.57 4.52 -0.38
H 4.11 4.42 -1.25
H 2.77 5.30 -1.95
H 2.94 2.30 -1.44
H 3.11 3.06 -3.02
H -0.36 1.61 -2.52
H 1.12 0.97 -1.87
H 0.55 1.65 -4.79
H 0.99 0.11 -4.07
H 2.20 1.39 -4.21
H 0.61 5.00 -2.22
H -0.60 3.93 -2.82
H 1.98 4.45 -4.40
H 0.56 5.49 -4.51
H 0.45 3.81 -5.01
C -6.74 -2.36 -1.30
C -5.32 -2.73 -0.89
N -4.50 -1.59 -0.55
C -3.09 -1.93 -0.40
C -2.69 -2.86 0.74
C -5.04 -0.70 0.46
C -5.36 -1.29 1.84
H -6.74 -1.67 -2.14
H -7.28 -3.26 -1.60
H -7.30 -1.91 -0.48
H -4.86 -3.25 -1.74
H -5.38 -3.47 -0.08
H -2.52 -1.00 -0.31
H -2.76 -2.38 -1.34
H -2.69 -2.36 1.71
H -1.67 -3.22 0.58
H -3.34 -3.74 0.81
H -5.96 -0.26 0.06
H -4.36 0.14 0.58
H -5.85 -2.26 1.78
H -6.05 -0.62 2.38
H -4.47 -1.39 2.46
*
```

***

What did the sixth record say?
Molecular formula: C19H45N7O10V
Method: DFT, ωB97M-V with the def2-TZVPD basis set

The value obtained for the total energy is -77022.208 eV. Its expectation value of S² is 2.02. The calculation puts the highest occupied orbital energy (alpha / beta) at -10.5 / -10.6 eV.

```
! RIJCOSX wB97M-V def2-TZVPD def2/J DEFGRID3
* xyz 1 3
V 0.22 0.27 -0.60
C 3.49 -2.06 1.24
C 2.36 -2.11 0.21
C 1.31 -3.13 0.58
O 1.88 -0.85 -0.12
H 4.29 -1.38 0.92
H 3.97 -3.03 1.34
H 3.16 -1.66 2.21
H 2.87 -2.55 -0.67
H 1.80 -3.99 1.04
H 0.79 -3.51 -0.30
H 0.60 -2.80 1.34
N -1.78 1.45 -3.05
O -0.97 1.32 -2.08
O -1.39 2.03 -4.08
O -2.93 0.96 -2.96
C 0.21 3.82 1.95
C 1.17 2.79 1.45
O 0.88 2.04 0.52
N 2.38 2.82 2.00
C 3.49 1.91 1.71
H -0.73 3.35 2.25
H -0.09 4.58 1.22
H 0.56 4.45 2.77
H 2.52 3.45 2.77
H 4.40 2.51 1.78
H 3.46 1.53 0.70
H 3.49 1.10 2.44
C -2.41 -2.48 1.42
C -2.38 -1.64 0.15
O -1.34 -1.14 -0.26
N -3.50 -1.48 -0.56
C -4.80 -2.01 -0.24
H -2.88 -3.45 1.28
H -2.92 -1.88 2.18
H -1.39 -2.65 1.73
H -3.44 -0.93 -1.41
H -5.29 -2.55 -1.06
H -5.51 -1.20 -0.04
H -4.85 -2.73 0.58
C -1.04 0.36 3.99
C 0.14 0.03 3.07
O -0.06 -0.12 1.88
N 1.38 -0.16 3.58
C 1.82 0.02 4.95
H -1.80 -0.36 3.69
H -1.39 1.36 3.76
H -0.80 0.20 5.04
H 2.07 -0.44 2.89
H 2.07 1.04 5.23
H 2.67 -0.63 5.15
H 1.07 -0.36 5.64
C 1.02 -1.89 -4.40
C 0.03 -1.76 -3.27
O 0.17 -1.01 -2.32
N -1.03 -2.59 -3.32
C -1.37 -3.50 -4.40
H 0.55 -1.94 -5.37
H 1.61 -2.79 -4.24
H 1.59 -0.96 -4.35
H -1.73 -2.53 -2.59
H -0.60 -4.26 -4.51
H -1.60 -3.02 -5.36
H -2.27 -4.06 -4.15
O 1.64 1.17 -2.01
C 2.42 1.97 -2.56
N 1.89 2.91 -3.33
C 3.90 1.82 -2.40
H 0.89 3.01 -3.42
H 2.45 3.46 -3.95
H 4.47 2.45 -3.08
H 4.21 0.78 -2.49
H 4.15 2.22 -1.42
O -1.66 1.33 0.41
C -2.67 2.02 0.29
N -2.71 3.14 -0.42
C -3.93 1.72 1.09
H -1.91 3.48 -0.93
H -3.52 3.73 -0.52
H -3.90 2.18 2.07
H -4.09 0.65 1.17
H -4.81 2.14 0.59
*
```